(1)
ORCA calculation (wB97M-V/def2-TZVPD) on an isolated molecule of C16H18NPS.

```
37
Properties=species:S:1:pos:R:3:forces:R:3
C 3.813293 -0.740557 1.480403 0.1 0.2 -1.1
C 4.284865 0.738996 0.947499 0.0 -1.7 0.8
P 3.105124 1.506022 -0.318166 0.0 0.8 -0.3
C 3.171622 0.360923 -1.847005 -0.5 -1.8 0.2
C 4.583283 -0.389515 -2.034499 0.2 0.5 0.3
C 1.317294 1.342851 0.298762 -3.8 -1.0 1.0
C 0.894755 1.055783 1.766116 -2.3 0.3 -2.5
C -0.614580 0.915459 2.165626 0.5 0.5 -3.0
C -1.782008 1.050950 1.121155 4.8 0.5 -1.2
C -1.307091 1.317427 -0.360714 1.5 -0.5 2.6
C 0.192229 1.480037 -0.759611 -1.3 -0.7 2.8
S -2.701183 1.421128 -1.604319 0.3 -1.3 1.4
C -3.844497 0.079916 -0.973558 -1.0 -1.8 1.8
C -4.582556 -0.894204 -1.928597 -0.5 -0.8 3.9
C -5.474219 -1.998416 -1.270481 1.2 1.9 2.4
C -5.652781 -2.091845 0.279511 2.5 2.9 -1.4
C -4.894986 -1.090985 1.186708 0.6 0.4 -3.2
C -3.954077 0.017363 0.599078 -2.4 -3.2 -2.6
N -3.209581 0.941554 1.478484 0.4 -0.6 -1.6
H 4.619732 -1.531792 1.233214 -1.3 1.3 0.6
H 2.883737 -0.998127 0.842889 1.3 0.1 1.5
H 3.598502 -0.748800 2.599799 0.2 -0.1 -1.6
H 5.312175 0.586931 0.451932 -1.6 0.7 0.7
H 4.392563 1.444718 1.836505 -0.1 -0.8 -1.4
H 2.871314 0.923114 -2.803300 0.6 -0.7 1.6
H 2.374096 -0.464453 -1.683245 1.2 1.3 -0.4
H 5.426603 0.392045 -2.163642 -1.3 -1.3 -0.1
H 4.497380 -1.092247 -2.932278 0.4 1.1 1.2
H 4.896615 -1.013047 -1.115248 -0.8 0.9 -1.4
H 1.752532 0.927756 2.524265 -1.8 0.2 -1.1
H -0.878135 0.690471 3.252764 0.4 0.4 -1.7
H 0.439500 1.705713 -1.861799 -0.5 -0.5 2.0
H -4.465984 -0.855148 -3.073602 -0.1 0.1 2.2
H -6.039583 -2.795067 -1.875766 1.1 1.6 0.8
H -6.305912 -2.888248 0.792243 1.2 1.4 -1.2
H -5.028565 -1.165135 2.313246 0.3 0.2 -1.7
H -3.691475 1.858428 1.435630 0.7 -0.6 0.1
```
Forces are in eV/Å.

## Properties
LUMO energy   0.3 eV
E   -1414.45457 a.u.
HOMO energy   -7.8 eV
SMILES   CCP(CC)c1ccc2c(c1)Sc1ccccc1N2

***

(2)
ORCA calculation (wB97M-V/def2-TZVPD) on an isolated molecule of C16H18O2.

```
36
Properties=species:S:1:pos:R:3:forces:R:3
O 2.390824 2.783576 -2.246328 0.3 -0.8 -0.7
O 1.952508 0.562162 -2.452442 -0.2 0.2 -2.0
C 2.060143 1.727369 -1.776676 0.6 2.9 1.0
C 0.948578 0.291581 -0.525468 -1.3 -2.4 1.9
C 1.110395 -0.266449 -1.744470 1.0 0.5 2.4
C 1.598199 1.578664 -0.356089 -0.6 -2.8 -2.5
C 1.788417 2.356078 0.679430 -0.6 0.9 1.7
C 0.741775 1.546533 4.793091 -3.1 -1.1 -1.8
C -0.165084 1.076181 3.715118 1.7 0.6 1.5
C 1.758849 2.419323 4.428576 -0.4 -0.5 2.5
C 0.071653 1.369107 2.347089 -0.5 -0.9 2.2
C 1.993688 2.627181 3.118166 -0.2 0.2 -1.1
C 1.239457 2.065407 2.074273 1.3 1.3 -1.7
C -1.770043 -3.011332 -0.970968 2.8 -0.1 -3.9
C -3.269640 -1.580674 -2.342329 -0.2 -0.7 0.3
C 0.720487 -1.598769 -2.322890 -0.2 1.9 0.2
C -0.763832 -1.524744 -2.750780 0.6 -1.2 -2.6
C -1.890292 -1.705985 -1.790780 1.3 0.5 2.4
H 0.558818 -0.321592 0.307113 -0.1 0.6 -0.6
H 2.357623 3.278022 0.505434 -0.1 -0.4 0.3
H 0.389119 1.238707 5.807696 0.9 0.6 -0.8
H -1.015934 0.455140 4.047645 0.5 0.5 -0.5
H 2.375351 2.962570 5.174277 -0.5 -0.6 -0.5
H -0.688410 1.002668 1.650651 0.7 0.3 -0.1
H 2.766561 3.341809 2.973557 0.7 0.3 -1.0
H -0.771765 -3.214138 -0.572865 0.2 0.1 -0.4
H -2.296019 -2.912542 -0.154051 -3.3 0.3 4.2
H -2.097451 -3.889505 -1.547172 0.1 0.3 0.1
H -3.399209 -2.329318 -3.092156 -0.3 -0.4 -0.9
H -3.460972 -0.611821 -2.726593 -0.2 0.9 -0.6
H -4.013961 -1.802011 -1.574836 0.1 0.1 0.1
H 1.450294 -1.760237 -3.128218 -0.7 -0.2 -0.1
H 0.840253 -2.369991 -1.594798 0.3 -0.5 0.6
H -0.862164 -2.327229 -3.488898 -0.1 -0.1 -0.3
H -0.891477 -0.621081 -3.335286 -0.1 0.4 -0.1
H -1.756741 -0.834658 -1.128022 -0.2 -0.3 0.5
```
Forces are in eV/Å.

## Properties
LUMO energy   -0.2 eV
E   -770.89283 a.u.
ΔE to the lowest compared entry with this formula, charge and spin   0.676 eV
HOMO energy   -8.2 eV
SMILES   CC(C)CCC1=C/C(=C\c2ccccc2)C(=O)O1

***

(3)
ORCA calculation (wB97M-V/def2-TZVPD) on a structure of composition C16H19BN6PdTe.

```
44
Properties=species:S:1:pos:R:3:forces:R:3
H 0.071396 2.540161 0.951625 0.3 0.1 -0.1
N 0.432432 1.379359 -0.756974 0.1 0.3 -0.4
B 0.889552 0.535697 -3.110106 0.2 1.2 0.2
N 0.820755 1.688602 -2.049050 -0.3 -0.5 0.6
C 1.048936 3.017692 -2.161072 -0.4 -0.5 1.4
Pd -0.898791 -1.007262 -0.152028 1.8 0.3 -0.1
H 1.374305 3.437507 -3.094198 0.1 0.1 -0.1
C 0.795717 3.602559 -0.912532 -0.1 -1.0 -0.3
H 0.877707 4.634395 -0.644444 0.0 0.2 0.0
C 0.408544 2.530362 -0.077262 0.0 0.4 -0.8
H 1.195410 0.981647 -4.174288 -0.2 -0.2 0.0
C -1.975557 -2.028251 1.152218 -1.2 -3.7 1.8
H -2.637346 -1.782944 1.999422 0.2 -0.2 -0.4
H -1.152085 -2.635458 1.571216 0.0 0.0 -0.1
H -2.568549 -2.589738 0.413920 0.0 0.0 0.0
N -0.565029 -0.070239 -3.113776 -0.7 -0.4 1.0
N 1.985598 -0.462646 -2.608284 -0.6 -0.5 0.6
N -1.302445 -0.479339 -1.961698 -0.5 0.8 -4.0
N 1.597495 -1.049430 -1.450894 -0.2 0.1 -0.6
C -1.439285 0.044548 -4.135434 0.1 -0.4 1.0
C 3.230750 -0.892819 -2.883782 -0.8 0.0 0.5
H -1.092818 0.349815 -5.107208 0.0 0.0 -0.1
H 3.742388 -0.553726 -3.774666 0.0 -0.1 0.2
C -2.711005 -0.290314 -3.701264 -0.3 -0.2 0.6
C 3.615741 -1.779168 -1.870458 -0.3 -0.1 0.2
C -2.591961 -0.608556 -2.344966 1.0 0.4 -0.8
C 2.542755 -1.863078 -0.976218 0.3 0.2 -0.4
H -3.623897 -0.319101 -4.262764 -0.1 0.1 -0.2
H 4.551849 -2.302694 -1.783922 0.0 0.0 -0.1
H -3.328293 -0.892465 -1.604396 -0.1 -0.1 -0.3
H 2.365211 -2.425857 -0.067473 0.3 0.0 -0.2
H 0.667854 -0.704290 -1.113464 2.4 -0.4 -0.3
Te -2.135191 0.498723 1.522118 -0.6 4.1 2.1
C -1.040484 0.304907 3.321796 -0.3 0.1 0.1
C -1.766016 0.564034 4.505930 0.2 -0.4 0.0
C -1.206434 0.203011 5.736552 0.1 0.1 -0.3
C 0.076454 -0.366621 5.787845 -0.2 0.1 -0.3
C 0.817949 -0.541966 4.612450 -0.1 0.3 -0.4
C 0.276470 -0.167270 3.369636 -0.1 -0.4 0.3
H -2.754638 1.013613 4.437304 0.1 -0.1 0.2
H -1.765536 0.366561 6.660516 0.2 0.0 -0.4
H 0.505734 -0.657304 6.750180 -0.2 0.1 -0.4
H 1.823792 -0.964400 4.657738 -0.3 0.2 0.0
H 0.840579 -0.258256 2.442156 0.1 -0.1 0.3
```
Forces are in eV/Å.

## Properties
LUMO energy (alpha / beta)   -6.0 / -10.6 eV
E   -1369.60271 a.u.
ΔE to the lowest compared entry with this formula, charge and spin   2.763 eV
<S²>   6.021
HOMO energy (alpha / beta)   -13.7 / -15.0 eV
Net charge   +2
2S+1   5

***

(4)
ORCA calculation (wB97M-V/def2-TZVPD) on a structure of composition C16H19BrCl3N2O6Ta.

```
48
Properties=species:S:1:pos:R:3:forces:R:3
Ta 0.174055 0.187667 -0.101586 -2.3 -2.1 1.3
C 2.325991 -0.993679 2.041320 0.6 0.4 0.5
C 1.201862 -0.920238 3.025186 -0.1 -0.3 0.2
O 0.128379 -0.143716 2.438237 0.1 0.3 -1.7
C -1.186729 -0.502321 2.920382 -0.5 0.4 0.3
C -1.660504 -1.772646 2.301144 0.0 -0.2 0.4
O -1.522178 -1.628244 0.883595 0.7 1.0 -0.7
C -1.547016 -2.881445 0.182890 0.1 -0.2 0.0
C -1.078639 -2.593055 -1.198113 -0.6 0.0 -0.6
O 0.219331 -1.942902 -1.171046 -0.1 1.9 1.1
C 1.366752 -2.822680 -1.070197 0.3 -0.2 -0.4
C 2.338025 -2.343200 -0.004130 0.5 -0.2 -0.2
O 1.772000 -1.198341 0.708057 -0.9 0.9 -0.7
H 2.994030 -1.810793 2.305922 0.0 -0.1 -0.1
H 2.910529 -0.077837 2.021756 0.0 0.0 -0.1
H 1.551279 -0.424042 3.932472 -0.1 0.1 0.0
H 0.839258 -1.911326 3.294803 -0.1 0.0 -0.1
H -1.843925 0.321359 2.639859 0.1 0.1 0.1
H -1.182294 -0.596438 4.007128 0.1 0.1 0.0
H -2.712029 -1.921770 2.558002 -0.1 0.0 -0.1
H -1.101007 -2.645113 2.643838 0.0 0.0 -0.1
H -2.568993 -3.263911 0.134445 -0.1 0.0 0.1
H -0.920263 -3.611090 0.701486 0.0 0.0 0.1
H -1.748702 -1.880299 -1.679875 0.0 0.0 -0.2
H -1.039008 -3.502627 -1.795811 0.2 0.1 -0.1
H 1.862341 -2.815694 -2.038691 -0.1 0.0 -0.1
H 1.031340 -3.836262 -0.861914 -0.2 0.0 0.0
H 3.278677 -2.035256 -0.456343 0.1 0.1 0.1
H 2.546625 -3.136645 0.709558 -0.1 0.1 0.2
Br 1.892333 2.599355 2.405966 0.6 -0.1 -0.1
C 0.125323 3.052694 2.151706 -1.2 0.5 0.1
C -0.505855 4.097859 2.890454 0.5 -1.0 -0.8
C -1.838305 4.369580 2.626006 0.2 0.1 0.2
C -2.515071 3.656333 1.644053 0.3 -1.2 -1.2
C -1.808559 2.650304 0.939534 -0.7 0.9 0.5
N -0.532272 2.344285 1.213594 1.1 -0.7 -0.2
C -2.382054 1.872697 -0.212191 -1.8 2.6 1.4
O -3.391742 2.027363 -0.768222 0.3 -0.6 -0.3
O -1.419650 0.894524 -0.540102 2.1 -2.6 -0.5
H 0.050572 4.668549 3.627084 0.0 -0.1 -0.1
H -2.344999 5.154929 3.177093 0.0 0.0 0.0
H -3.553783 3.871753 1.407962 0.1 -0.1 -0.1
Cl -1.200200 -1.474310 -5.572856 0.0 0.0 0.0
C -0.595808 0.181432 -5.390178 -0.2 0.0 -0.2
Cl 0.784192 0.484876 -6.409775 0.1 0.0 0.1
Cl -1.873426 1.362332 -5.633920 0.0 0.0 0.1
C -0.188244 0.279103 -3.971867 0.1 0.1 -0.1
N 0.096572 0.324703 -2.861967 0.5 0.2 2.2
```
Forces are in eV/Å.

## Properties
LUMO energy   -17.0 eV
E   -5191.88731 a.u.
ΔE to the lowest compared entry with this formula, charge and spin   5.426 eV
HOMO energy   -20.8 eV
Net charge   +4

***

(5)
ORCA calculation (wB97M-V/def2-TZVPD) on a structure of composition C16H19Cl2N5Pd.

```
43
Properties=species:S:1:pos:R:3:forces:R:3
Pd -0.531972 -0.499745 0.244637 0.9 0.0 0.1
N -1.392143 -2.160937 1.983561 0.2 -0.3 0.2
C -2.434104 -1.522364 2.789223 -0.2 0.3 -0.1
C -2.274830 -0.006581 2.654173 0.0 -0.2 0.1
C -1.188331 0.556907 3.574015 -0.1 0.3 -0.4
C -0.531138 1.812485 2.991794 0.0 -0.1 0.4
N 0.190262 1.461350 1.777152 0.2 -0.1 -0.1
H -1.620635 -3.127074 1.774553 0.1 0.1 0.0
H -0.508022 -2.156287 2.489826 -0.1 -0.1 -0.2
H -2.389921 -1.817682 3.848054 -0.1 0.0 -0.1
H -3.407095 -1.829044 2.397180 0.1 0.0 0.0
H -3.224137 0.501611 2.829726 0.0 0.1 0.0
H -1.970123 0.166680 1.597539 -0.5 0.2 0.5
H -0.400410 -0.186089 3.709683 0.1 -0.1 0.1
H -1.605087 0.779718 4.557015 0.0 0.0 0.1
H 0.131466 2.252802 3.753878 -0.2 0.0 -0.1
H -1.295370 2.554549 2.741354 0.0 0.0 0.1
H 1.033465 0.930161 1.995854 -0.1 0.1 -0.3
H 0.468142 2.281691 1.248449 0.1 -0.1 0.1
N 0.578487 1.655771 -5.648935 0.1 0.0 -0.2
C 0.117639 1.762907 -4.604364 0.2 -0.1 -0.5
C -0.463666 1.920811 -3.325156 -0.5 0.5 1.0
C -0.752506 3.198130 -2.820511 0.0 -0.6 0.0
C -1.371662 3.272146 -1.585764 0.1 0.1 -0.1
C -1.660095 2.106720 -0.897073 0.0 -0.3 -0.2
N -1.357702 0.879442 -1.355380 -0.2 0.7 -0.2
C -0.782630 0.802469 -2.556067 -0.1 0.0 -0.1
H -0.530574 4.079709 -3.401837 0.1 0.1 0.0
H -1.648284 4.227804 -1.167596 0.0 0.1 0.1
H -2.181857 2.144710 0.050484 0.1 0.0 0.1
H -0.595046 -0.189978 -2.953304 0.1 0.0 0.2
Cl 4.399306 -0.661552 0.585271 0.2 0.1 0.0
C 3.538800 -1.473961 -0.665250 -0.1 -0.1 0.0
C 4.218723 -2.103558 -1.674736 0.2 0.0 0.0
C 3.525804 -2.802651 -2.658077 -0.1 0.0 0.1
C 2.144103 -2.928638 -2.573776 -0.2 -0.1 -0.1
C 1.460626 -2.306600 -1.560144 0.5 0.2 0.1
Cl -0.251039 -2.517369 -1.402366 -0.2 -0.4 -0.4
C 2.099043 -1.461354 -0.580822 0.5 -0.7 -0.7
N 1.496202 -0.739786 0.301733 -1.0 0.7 1.0
H 5.296753 -2.061094 -1.697677 0.1 0.1 0.0
H 4.056027 -3.259783 -3.476999 0.1 -0.1 0.0
H 1.613530 -3.536447 -3.289323 -0.1 0.0 -0.1
```
Forces are in eV/Å.

## Properties
LUMO energy (alpha / beta)   -0.1 / -0.5 eV
E   -1943.03715 a.u.
ΔE to the lowest compared entry with this formula, charge and spin   0.750 eV
<S²>   2.055
HOMO energy (alpha / beta)   -6.8 / -6.9 eV
2S+1   3

***

(6)
ORCA calculation (wB97M-V/def2-TZVPD) on a structure of composition C16H19Cl2NO2.

```
40
Properties=species:S:1:pos:R:3:forces:R:3
O 0.136854 3.585551 -0.091235 -5.2 -2.8 -2.6
C -0.929505 2.966412 -0.606504 7.0 -0.7 1.7
N -0.859010 1.714368 -1.214144 5.3 2.1 0.0
H -1.611338 1.340712 -1.650046 -3.1 -1.0 -1.3
C 0.429162 0.996959 -1.557327 0.0 1.8 11.9
H 0.797541 0.761823 -2.414462 1.1 -1.0 -6.1
H 1.466002 1.751364 -0.954521 -3.6 -2.4 -1.9
C 0.335748 -0.402451 -0.546610 -0.5 1.2 1.2
C 1.654607 -1.190811 -0.532928 -1.6 4.8 5.8
C 2.514882 -0.915179 0.455387 2.6 -2.7 2.4
C 3.906181 -1.845431 0.664153 -1.0 3.2 -4.8
C 3.917513 -3.039639 -0.466439 -3.5 3.0 1.9
C 3.243888 -2.372728 -1.978938 2.4 2.7 7.8
C 1.828024 -2.082043 -1.530898 0.8 -3.0 -8.1
H 1.192150 -3.013723 -1.543306 0.5 0.9 0.2
H 1.582886 -1.510516 -2.498256 -1.0 -0.7 0.9
H 3.863371 -1.424283 -2.218185 -1.1 -1.7 0.3
H 3.460128 -3.170083 -2.504373 0.4 -3.5 -3.7
H 3.123904 -3.768895 0.023934 2.1 0.7 -1.6
H 4.954048 -3.223768 -0.446075 1.0 -1.5 -0.6
H 4.666524 -1.064383 0.198917 -0.9 -1.5 1.3
H 4.205714 -2.046632 1.691197 -0.4 -0.3 -0.1
H 2.403934 -0.303124 1.403661 -0.5 -0.2 -1.8
H 0.235596 0.053823 0.681390 -0.4 -1.4 -4.0
H -0.553406 -1.192669 -0.907093 2.0 2.4 1.1
C -2.308962 3.449146 -0.520935 4.6 1.2 5.7
O -3.189545 2.551150 -0.592274 -5.9 -7.9 3.0
C -3.213339 1.471878 0.719581 5.9 8.6 -1.9
C -2.181550 1.798970 1.736063 -3.0 -1.5 0.2
C -2.355731 0.914963 2.791843 -7.3 -3.5 -6.8
C -3.304850 -0.312266 2.786777 0.3 3.0 -2.9
C -4.158400 -0.427179 1.559694 5.3 0.9 7.6
C -4.098468 0.530201 0.671354 -2.4 0.0 -4.8
Cl -5.117617 0.429166 -0.835206 0.7 -0.1 1.4
H -4.817829 -1.124631 1.599267 -4.2 -4.5 -0.3
Cl -3.370339 -1.433804 4.228981 0.1 1.5 -2.1
H -1.771766 0.841153 3.489109 6.3 0.0 7.8
H -1.467706 2.671648 1.931843 -1.2 -1.3 -1.2
H -2.281631 4.117578 0.326882 -0.6 0.7 0.4
H -2.327662 3.917374 -1.350279 -0.8 4.4 -5.9
```
Forces are in eV/Å.

## Properties
LUMO energy   0.0 eV
E   -1746.25467 a.u.
ΔE to the lowest compared entry with this formula, charge and spin   12.738 eV
HOMO energy   -8.7 eV

***

Among the records above, which one has the highest E?
C16H18O2